No. 1
{
  "formula": "C5H12N2O",
  "method": "the ωB97M-V functional and the def2-TZVPD basis",
  "symbols": ["O", "N", "N", "C", "C", "C", "C", "C", "H", "H", "H", "H", "H", "H", "H", "H", "H", "H", "H", "H"],
  "xyz": [[-0.1465, 1.6357, -0.2338], [-0.2454, 0.8355, -1.4227], [1.0045, -1.5409, 0.0437], [0.5512, -1.1989, 1.3572], [-2.4951, 1.3612, 0.4092], [3.0459, -2.6437, -0.8860], [2.0270, -2.0870, -0.3108], [-1.3661, 2.3068, 0.0162], [3.0708, -3.7014, -1.0727], [0.4403, 1.2184, -2.0723], [-1.6545, 2.8857, -0.8703], [0.0691, -0.0988, -1.1516], [-3.4083, 1.9257, 0.5754], [-2.2393, 0.8229, 1.3186], [-0.4299, -1.6549, 1.4987], [-2.6581, 0.6440, -0.3910], [1.2264, -1.5238, 2.1542], [-1.1261, 2.9938, 0.8317], [0.4337, -0.1144, 1.3920], [3.9004, -2.0658, -1.1857]],
  "mulliken_charge": [-0.213, -0.571, -0.360, -0.703, -1.051, -1.026, 0.669, -0.171, 0.245, 0.242, 0.326, 0.346, 0.375, 0.235, 0.267, 0.320, 0.354, 0.245, 0.225, 0.246],
  "homo_lumo_gap_ev": 9.77,
  "de_lowest_kcal_mol": 103.1,
  "e_lumo_ev": 0.92,
  "smiles": "C=C=NC.CCON",
  "e_homo_ev": -8.85
}



No. 2
{
  "formula": "C18H44N3O5Si2",
  "method": "the ωB97M-V functional and the def2-TZVPD basis",
  "symbols": ["Si", "Si", "O", "O", "O", "O", "O", "N", "N", "N", "C", "C", "C", "C", "C", "C", "C", "C", "C", "C", "C", "C", "C", "C", "C", "C", "C", "C", "H", "H", "H", "H", "H", "H", "H", "H", "H", "H", "H", "H", "H", "H", "H", "H", "H", "H", "H", "H", "H", "H", "H", "H", "H", "H", "H", "H", "H", "H", "H", "H", "H", "H", "H", "H", "H", "H", "H", "H", "H", "H", "H", "H"],
  "xyz": [[-3.4941, 0.7780, 0.7201], [-5.5293, 0.3562, 2.8072], [-4.9477, 0.2299, 1.2530], [2.8980, 1.9071, 3.1307], [-1.7441, -0.7425, 5.6000], [-3.0402, -2.2932, 4.7178], [-2.7176, -0.3914, -0.1480], [-5.0218, 1.8674, 3.4983], [2.1486, -0.7491, -4.0076], [0.0471, -0.0591, 1.8677], [1.6966, 2.2180, -2.6406], [2.6853, -0.3076, -6.3064], [2.5211, 1.0286, -2.1433], [0.9837, -1.1897, -3.1884], [3.1199, 0.0766, -3.1739], [1.6826, 0.0314, -5.2249], [-1.8416, -1.8189, 5.1428], [-5.0153, -1.1440, 3.8089], [-0.6796, -2.7554, 4.9823], [-3.5741, -1.5876, 3.5764], [-0.3229, -0.3542, 0.4876], [2.5059, 3.2165, -3.4643], [2.8790, -1.9725, -4.5828], [0.9699, 1.0671, 1.9638], [-1.6249, -1.1548, 0.3499], [0.8783, 1.5622, 4.4612], [1.7431, 1.0712, 3.2861], [2.8870, -1.8066, -6.1010], [0.8652, 0.8502, 5.2913], [-3.7049, 1.9184, -0.1810], [2.0659, -2.3661, -6.5500], [-5.1346, -0.8874, 4.8693], [-0.9960, -3.7479, 4.6582], [3.8128, -2.1743, -6.5375], [2.3109, -0.0585, -7.2967], [-0.4210, 0.5620, -0.1261], [3.7410, -0.6448, -2.6448], [1.2965, 2.7271, -1.7623], [-1.4677, -1.9634, -0.3757], [3.6188, 0.2386, -6.1571], [1.8893, 4.0660, -3.7546], [-2.6582, 1.1760, 1.8764], [0.4919, -0.9626, 0.0588], [3.6945, 1.3837, 3.3085], [-5.6307, 2.1370, 4.2681], [-2.9253, -0.7214, 3.3811], [-0.1534, -2.8231, 5.9404], [-1.8655, -1.6469, 1.3031], [2.3500, -2.8630, -4.2550], [-0.7843, 0.0946, 2.4298], [0.4602, 2.0394, 1.8414], [1.6247, 1.0840, -4.9736], [-5.6999, -1.9669, 3.5673], [3.8817, -1.9880, -4.1661], [2.9079, 2.7784, -4.3819], [3.3817, 1.4203, -1.5936], [1.7036, 0.9859, 1.1492], [3.7563, 0.6024, -3.8856], [-4.0733, 1.8653, 3.8647], [0.0098, -2.3328, 4.2414], [1.3534, -1.7046, -2.3042], [0.3719, -1.8620, -3.7850], [-0.1660, 1.7170, 4.1618], [1.2632, 2.5250, 4.8114], [-7.0010, 0.3917, 2.7407], [1.9495, 0.4607, -1.4065], [-3.5122, -2.2521, 2.7043], [2.0433, 0.0302, 3.4751], [0.8214, 1.8865, -3.2063], [0.3979, -0.3211, -2.9028], [3.3483, 3.5993, -2.8869], [0.6896, -0.3366, -5.4815]],
  "mulliken_charge": [0.365, 0.317, -0.152, -0.575, -0.472, -0.428, -0.344, -0.541, 0.614, 0.032, -0.383, -0.663, -0.109, -1.537, -0.946, -0.418, 0.740, -0.726, -0.985, 0.229, -0.085, -1.489, -0.531, -0.392, -0.230, -1.179, 0.229, -0.640, 0.251, -0.196, 0.322, 0.345, 0.346, 0.357, 0.454, 0.218, 0.490, 0.531, 0.307, 0.256, 0.396, -0.090, 0.203, 0.365, 0.273, -0.100, 0.367, 0.061, 0.356, -0.187, 0.332, 0.113, 0.339, 0.346, 0.276, 0.592, -0.026, 0.297, 0.245, 0.152, 0.474, 0.534, 0.220, 0.393, -0.215, -0.235, 0.226, 0.370, 0.251, 0.484, 0.407, 0.399],
  "homo_lumo_gap_ev": 8.90,
  "e_lumo_ev": -2.39,
  "e_homo_ev": -11.29,
  "total_charge": 1
}



No. 3
{
  "formula": "C22H23N8O3RuS",
  "method": "the ωB97M-V functional and the def2-TZVPD basis",
  "symbols": ["Ru", "S", "O", "O", "O", "N", "N", "N", "N", "N", "N", "N", "N", "C", "C", "C", "C", "C", "C", "C", "C", "C", "C", "C", "C", "C", "C", "C", "C", "C", "C", "C", "C", "C", "C", "H", "H", "H", "H", "H", "H", "H", "H", "H", "H", "H", "H", "H", "H", "H", "H", "H", "H", "H", "H", "H", "H", "H"],
  "xyz": [[0.7471, 0.5183, -0.2646], [2.8378, 1.5540, -0.3987], [2.6847, -0.6526, 1.7724], [-1.2954, -1.7244, -1.3911], [-1.4109, 0.5554, 0.2534], [1.6720, -0.9652, 0.8718], [-0.8961, 0.6448, -3.0372], [0.7524, 1.5046, 1.6033], [1.7870, 2.3830, 1.9469], [1.1556, -0.1820, -2.2388], [-0.3646, -1.5302, -0.5680], [3.7058, 3.4199, 1.2732], [-0.1405, 2.1004, -1.3631], [-1.2388, 0.5332, 2.6182], [-0.4835, -3.8981, 0.1291], [1.1210, -2.1269, -4.2139], [0.0861, -1.2425, -4.0986], [-1.2906, 4.1560, -0.9489], [-1.8449, 0.2262, 3.8496], [-1.0519, 1.7840, -2.2798], [-0.0049, 1.2485, 2.6193], [2.7126, 2.4977, 1.0647], [0.0750, -2.5142, 0.1859], [2.1754, -1.0584, -2.3792], [-3.1600, -0.4096, 1.4841], [-1.8983, 0.2393, 1.3959], [1.1582, -2.1366, 1.0507], [1.6549, -3.0944, 2.0853], [-3.7127, -0.7181, 2.7006], [-3.0648, -0.4003, 3.9066], [0.1338, -0.2662, -3.0895], [-2.2673, 3.7949, -1.8742], [-0.2627, 3.2766, -0.7213], [2.2111, -2.0275, -3.3432], [-2.1489, 2.6102, -2.5546], [-2.8791, 2.3053, -3.2918], [-3.1089, 4.4467, -2.0692], [0.2908, -4.6384, -0.0872], [-0.7783, -1.2978, -4.7458], [-3.5213, -0.6401, 4.8570], [0.8026, -3.5203, 2.6145], [-3.6552, -0.6556, 0.5535], [2.9755, -0.9454, -1.6602], [-1.3254, 0.4950, 4.7635], [1.0928, -2.8962, -4.9743], [0.5083, 3.4888, 0.0055], [-1.2316, -3.9281, -0.6592], [-0.9631, -4.1873, 1.0676], [-4.6730, -1.2206, 2.7314], [3.0549, -2.6979, -3.4087], [3.7780, 3.7788, 2.2114], [3.1258, 0.0954, 1.3295], [-1.6866, 0.4066, -3.6103], [2.1846, -3.9200, 1.6048], [4.5616, 3.3033, 0.7607], [2.3220, -2.6143, 2.7923], [0.3340, 1.6578, 3.5684], [-1.3422, 5.0842, -0.3999]],
  "mulliken_charge": [-1.152, -0.399, -0.557, -0.881, 0.167, 1.067, 0.199, 1.217, -1.491, 0.283, 1.389, -0.460, 0.434, 0.628, -1.912, -0.316, -0.822, -1.139, -0.755, 0.847, -0.350, 0.526, -0.194, -0.155, -0.781, 0.178, 0.675, -1.804, -0.481, -0.770, 0.652, -0.375, 0.092, -1.073, -0.873, 0.384, 0.418, 0.351, 0.386, 0.400, 0.367, 0.454, 0.400, 0.373, 0.421, 0.151, 0.415, 0.351, 0.396, 0.437, 0.243, 0.391, 0.226, 0.304, 0.233, 0.454, 0.356, 0.475],
  "homo_lumo_gap_ev": [6.76, 7.08],
  "de_lowest_kcal_mol": 0.0,
  "spin_multiplicity": 2,
  "e_lumo_ev": [0.14, 0.19],
  "s2": 0.758,
  "e_homo_ev": [-6.62, -6.89]
}



No. 4
{
  "formula": "C24H18F5N3O3",
  "method": "the ωB97M-V functional and the def2-TZVPD basis",
  "symbols": ["F", "F", "F", "F", "F", "O", "O", "O", "N", "N", "N", "C", "C", "C", "C", "C", "C", "C", "C", "C", "C", "C", "C", "C", "C", "C", "C", "C", "C", "C", "C", "C", "C", "C", "C", "H", "H", "H", "H", "H", "H", "H", "H", "H", "H", "H", "H", "H", "H", "H", "H", "H", "H"],
  "xyz": [[1.1078, -1.8828, -0.9256], [3.5885, 1.5253, -4.4415], [0.2789, -1.7832, -3.5564], [4.1995, 1.5979, -1.7515], [1.5746, -0.1296, -5.3160], [0.1792, -0.2888, 2.0222], [-2.7457, -0.8512, 2.9108], [-2.8708, -2.8739, 1.8817], [3.0653, -0.1298, 0.0409], [-4.8025, -2.1918, -1.0356], [3.1018, -0.0133, 2.2140], [2.9666, 0.6942, -3.5783], [-2.5123, 1.5820, -4.2388], [1.3000, -1.0079, -3.1297], [-1.6183, 1.2441, -1.5818], [-1.2538, 2.0577, -3.8528], [2.6526, -0.1336, -1.3330], [-2.1650, -1.5750, 4.0096], [0.8384, 0.2795, 1.1292], [-2.9334, 0.8971, -1.9641], [2.7557, 0.2109, 3.6052], [4.3514, -0.4566, 0.4562], [2.3133, 0.1622, 1.1188], [-2.9953, -1.6558, 1.8362], [-3.4429, -0.8889, 0.6951], [-4.1403, -1.6513, -0.2272], [3.2965, 0.7065, -2.2292], [-1.0979, 0.8240, -0.2936], [-0.8184, 1.9248, -2.5354], [0.2103, 1.0116, 0.0276], [1.9538, -0.1569, -4.0223], [1.6824, -1.0145, -1.7950], [4.3690, -0.3930, 1.8056], [-3.3621, 1.0197, -3.2779], [-1.8811, -0.5704, 5.0960], [-3.7783, 0.1252, 0.9123], [5.1592, -0.6086, 2.5049], [0.8459, 1.7365, -0.4838], [-1.2377, -2.0515, 3.6641], [0.1449, 2.3415, -2.2449], [-1.3512, -1.0596, 5.9155], [-2.8117, -0.1493, 5.4914], [-2.8624, -2.3496, 4.3601], [-3.5847, 0.4737, -1.2058], [-0.6022, 2.5379, -4.5836], [-1.7634, 0.2885, 0.3885], [1.7011, 0.4766, 3.6782], [-4.3553, 0.6631, -3.5540], [5.1207, -0.7426, -0.2379], [2.9496, -0.7007, 4.1839], [-1.2633, 0.2480, 4.7130], [-2.8358, 1.6630, -5.2791], [3.3788, 1.0186, 4.0136]],
  "mulliken_charge": [-0.392, -0.296, -0.321, -0.319, -0.322, -0.586, -0.270, -0.709, 0.422, -0.746, 0.145, 0.451, -0.508, 0.508, 0.909, -0.573, -0.851, -0.151, -0.108, -0.252, -0.835, -0.336, 0.711, 0.415, -0.363, 0.136, 0.332, 0.137, -0.501, -1.009, 0.467, 0.658, -0.703, -0.732, -1.240, 0.619, 0.488, 0.722, 0.195, 0.368, 0.386, 0.326, 0.412, 0.372, 0.454, -0.008, 0.251, 0.419, 0.497, 0.353, 0.252, 0.377, 0.348],
  "homo_lumo_gap_ev": 3.79,
  "e_lumo_ev": -2.00,
  "e_homo_ev": -5.79
}



No. 5
{
  "formula": "C21H25NO3P2Re",
  "method": "the ωB97M-V functional and the def2-TZVPD basis",
  "symbols": ["Re", "P", "P", "O", "O", "O", "N", "C", "C", "C", "C", "C", "C", "C", "C", "C", "C", "C", "C", "C", "C", "C", "C", "C", "C", "C", "C", "C", "H", "H", "H", "H", "H", "H", "H", "H", "H", "H", "H", "H", "H", "H", "H", "H", "H", "H", "H", "H", "H", "H", "H", "H", "H"],
  "xyz": [[0.0000, 0.0000, 0.0000], [0.1850, -2.1765, -0.2496], [-2.2180, 0.6614, -0.5738], [-0.5609, -0.2559, 2.9697], [3.9822, 0.4071, 1.0709], [1.9381, 0.4460, 0.0833], [0.5455, 0.3661, -1.9832], [1.3910, -3.0489, 0.8308], [2.7748, 0.6258, -2.9605], [2.7107, 0.0854, 1.0830], [0.1033, 1.5004, -2.6922], [-2.3095, 0.7551, -2.4291], [-1.6701, 2.8880, -3.6347], [1.7488, -0.1981, -2.4403], [3.9713, 0.0521, -3.4089], [3.1496, -2.1535, -2.8278], [2.5140, 2.1146, -2.9103], [0.6430, 3.5189, -3.9606], [-1.3202, -3.2389, -0.1239], [-3.6955, -0.3335, -0.0805], [1.0622, 2.4035, -3.2265], [1.9265, -1.6085, -2.4043], [-0.3410, -0.1560, 1.8211], [-0.7227, 3.7779, -4.1563], [-1.2809, 1.7360, -2.9285], [-2.7146, 2.3683, -0.0608], [4.1715, -1.3346, -3.3299], [0.7786, -2.4900, -1.9837], [-3.6714, -0.4950, 1.0103], [-3.6607, -1.3161, -0.5772], [-3.3236, 1.0326, -2.7664], [-2.9344, 2.3736, 1.0198], [1.3967, 4.2037, -4.3673], [-3.6000, 2.7194, -0.6201], [1.0493, -2.9926, 1.8774], [-4.6330, 0.1806, -0.3561], [-1.0569, -4.3072, -0.2204], [-2.0785, -0.2681, -2.7839], [-1.8091, -3.0662, 0.8489], [-0.1072, -2.2784, -2.6137], [-2.0214, -2.9647, -0.9284], [2.3100, -0.4640, 1.9215], [-1.0449, 4.6606, -4.7180], [2.7236, 2.4668, -1.8747], [3.2880, -3.2409, -2.7939], [1.5005, -4.1054, 0.5294], [-2.7391, 3.0663, -3.8028], [2.3577, -2.5275, 0.7469], [4.7624, 0.7008, -3.8034], [5.1143, -1.7770, -3.6674], [1.0356, -3.5593, -2.0873], [-1.8705, 3.0503, -0.2571], [3.1908, 2.6700, -3.5810]],
  "mulliken_charge": [1.068, 0.622, 0.607, -0.428, -0.522, -0.626, 0.076, -1.237, 0.549, 0.083, 0.353, -0.939, -0.938, 0.719, -0.967, -0.957, -0.911, -1.017, -1.143, -1.161, 0.684, 0.246, 0.789, -0.879, 0.618, -1.279, -0.862, -1.251, 0.396, 0.330, 0.640, 0.444, 0.463, 0.436, 0.417, 0.457, 0.463, 0.273, 0.389, 0.350, 0.323, 0.453, 0.414, 0.283, 0.443, 0.453, 0.437, 0.357, 0.471, 0.423, 0.616, 0.371, 0.599],
  "homo_lumo_gap_ev": [6.82, 4.95],
  "de_lowest_kcal_mol": 0.0,
  "spin_multiplicity": 4,
  "e_lumo_ev": [-7.80, -9.85],
  "s2": 3.794,
  "e_homo_ev": [-14.62, -14.80],
  "total_charge": 2
}



No. 6
{
  "formula": "C17H12O3",
  "method": "the ωB97M-V functional and the def2-TZVPD basis",
  "symbols": ["O", "O", "O", "C", "C", "C", "C", "C", "C", "C", "C", "C", "C", "C", "C", "C", "C", "C", "C", "C", "H", "H", "H", "H", "H", "H", "H", "H", "H", "H", "H", "H"],
  "xyz": [[3.0226, 1.6597, 0.2759], [2.4230, -1.1963, 4.7485], [3.4268, 1.4944, 4.8976], [2.5456, -0.4226, 3.7989], [-4.4040, -0.0009, -0.2821], [-3.7307, 1.2355, -0.3603], [2.9958, 0.9694, 3.8675], [2.8820, 1.8992, 2.6292], [-1.5569, -2.3663, -0.1260], [-0.1453, -2.3476, -0.0387], [-2.3360, 1.2894, -0.3442], [0.5222, -1.1059, -0.0763], [2.3551, -0.2992, 1.3090], [-3.6915, -1.2145, -0.1923], [-0.1810, 0.0932, -0.1678], [2.9119, 1.0738, 1.3362], [-2.2816, -1.1774, -0.1582], [2.0104, -1.0007, -0.0087], [2.1440, -0.9440, 2.4895], [-1.6121, 0.0665, -0.2142], [0.3923, -3.2818, 0.1144], [0.3459, 1.0650, -0.2023], [1.6776, -1.9504, 2.4490], [-1.7894, 2.2224, -0.4654], [-4.3275, 2.1284, -0.4631], [-4.1899, -2.1728, -0.1631], [-5.5060, -0.0806, -0.3222], [1.9693, 2.4574, 2.7322], [3.6960, 2.6154, 2.6577], [2.4670, -1.9928, -0.0048], [2.3955, -0.4552, -0.8996], [-2.0672, -3.3239, -0.0235]],
  "mulliken_charge": [-0.562, -0.545, -0.522, 0.282, -0.477, -0.526, 0.266, -0.542, -0.942, -0.565, -0.745, 0.648, 0.460, -0.721, -0.686, 0.403, 0.974, -1.447, 0.019, 0.753, 0.364, 0.397, 0.425, 0.411, 0.387, 0.386, 0.335, 0.326, 0.318, 0.476, 0.323, 0.325],
  "homo_lumo_gap_ev": 6.76,
  "de_lowest_kcal_mol": 1.8,
  "e_lumo_ev": -1.55,
  "smiles": "O=C1C=C(Cc2ccc3ccccc3c2)C(=O)CC1=O",
  "e_homo_ev": -8.31
}